[1]
{"formula": "C29H31CoIN3P2S2", "method": "wB97M-V/def2-TZVPD", "multiplicity": 4, "total_energy_ha": -4447.46169, "charge": -1, "gap_ev": [5.2949, 6.1218], "homo_ev": [-3.30, -4.13], "symbols": ["Co", "S", "C", "C", "N", "C", "S", "C", "N", "C", "P", "C", "C", "C", "P", "C", "C", "H", "H", "H", "H", "H", "H", "H", "H", "H", "H", "H", "H", "H", "H", "H", "H", "I", "C", "C", "C", "C", "N", "C", "H", "H", "H", "H", "C", "C", "C", "C", "C", "C", "C", "C", "C", "C", "C", "C", "C", "C", "H", "H", "H", "H", "H", "H", "H", "H", "H", "H", "H"], "xyz": [[-0.28002, -0.84178, 1.47333], [-0.94132, -1.74997, 3.45649], [-0.11273, -3.27350, 3.31047], [0.35156, -3.82720, 4.54043], [0.71129, -4.16423, 5.60389], [0.13941, -3.87235, 2.07089], [-0.31862, -3.03050, 0.68450], [0.76302, -5.13827, 1.96997], [1.27092, -6.16298, 1.66060], [-1.25932, 2.66361, 1.11139], [-0.07944, 1.35080, 1.61843], [0.50495, 1.53261, 3.37106], [1.39206, 2.07573, 0.73173], [1.34726, 2.51153, -0.71489], [2.76735, 1.84565, -1.68416], [2.27401, 2.55010, -3.29517], [4.04446, 3.08487, -1.09364], [-0.71561, 3.54132, 0.75611], [-1.92889, 2.94209, 1.93317], [-1.86633, 2.31013, 0.22851], [0.46429, 2.61077, 3.63425], [1.52018, 1.13762, 3.34279], [-0.12600, 0.88137, 3.99415], [2.16858, 1.25571, 0.81921], [1.75795, 2.87139, 1.46754], [1.32887, 3.55998, -0.91616], [0.45896, 2.06273, -1.17801], [2.18981, 3.63635, -3.14292], [1.41114, 2.06664, -3.65527], [3.12480, 2.54092, -4.00818], [3.69951, 4.12311, -1.35740], [4.97568, 2.92650, -1.66936], [4.26714, 3.01360, -0.04821], [4.58917, -2.72204, -1.51116], [3.88436, -2.13403, 0.44014], [4.62000, -2.38265, 1.62134], [3.95807, -2.10910, 2.84929], [2.69313, -1.47891, 2.79945], [2.04297, -1.17437, 1.68639], [2.58250, -1.55464, 0.52774], [5.64887, -2.77282, 1.57452], [4.42072, -2.31227, 3.80461], [2.24030, -1.15047, 3.72144], [1.95514, -1.50863, -0.33043], [-2.37735, 1.13489, -5.01120], [-3.19579, 1.18159, -3.89109], [-2.80604, 0.67766, -2.66088], [-1.47904, 0.21391, -2.51200], [-0.65781, 0.17478, -3.64643], [-1.09380, 0.66499, -4.88598], [-0.93622, -0.23526, -1.21917], [-1.55064, -0.40350, 0.00638], [-2.93605, -0.83029, 0.15545], [-3.65628, -0.27732, 1.24767], [-4.99118, -0.63737, 1.39982], [-5.62816, -1.46400, 0.47609], [-4.93484, -1.97981, -0.57615], [-3.55265, -1.78531, -0.69347], [-2.69103, 1.51807, -5.95595], [-4.21084, 1.56539, -3.99116], [-3.35739, 0.90595, -1.75197], [0.32443, -0.30611, -3.59118], [-0.41832, 0.55328, -5.73698], [0.18434, -0.16821, -1.23601], [-3.16615, 0.37449, 1.96357], [-5.59114, -0.15411, 2.16162], [-6.71512, -1.60803, 0.59537], [-5.46546, -2.61600, -1.31484], [-3.03761, -2.23409, -1.53038]], "forces_ev_per_a": [[-0.102, -1.428, -0.175], [-0.025, 0.333, 0.627], [0.437, -0.753, -0.923], [0.503, -0.596, 1.940], [-0.537, 0.447, -1.937], [-0.381, 1.063, 2.480], [0.018, -0.553, -1.634], [1.742, -3.420, -1.498], [-1.439, 2.917, 1.254], [-0.856, -0.205, -0.338], [1.180, 1.239, 0.085], [-0.861, 1.233, -0.677], [1.882, -0.307, 2.109], [-0.606, -1.233, -0.487], [0.355, -0.255, 0.741], [2.536, 1.677, 0.290], [-0.215, 0.663, -1.992], [0.004, 0.045, 0.281], [0.003, -0.033, -0.241], [0.527, 0.123, 1.029], [0.281, -0.650, 0.389], [0.035, 0.138, 0.178], [0.289, 0.435, -0.051], [-0.639, 0.793, 0.054], [-0.309, -0.627, -1.173], [-0.244, 0.935, 0.268], [0.019, 0.217, -0.121], [-0.788, -0.141, -0.082], [-1.054, -0.367, -0.600], [-0.527, -0.667, 0.179], [0.226, -0.772, 0.439], [-0.299, -0.015, 0.354], [-0.035, -0.153, 0.581], [-0.293, 0.391, 1.125], [-0.674, 0.220, 0.303], [-0.960, 0.262, 0.026], [-0.198, 0.512, -1.608], [1.280, -0.169, 0.541], [0.135, -0.410, -0.472], [1.837, -1.067, 0.369], [-0.708, 0.088, 0.098], [-0.006, -0.020, -0.040], [-0.289, -0.144, 0.184], [-0.240, 0.324, -0.651], [0.167, 0.278, 0.185], [-0.965, -0.283, 0.140], [1.310, 1.179, 0.018], [-0.387, -0.811, -0.178], [-0.075, -0.054, -0.395], [0.780, -1.025, 0.589], [0.024, 0.923, 1.419], [0.550, -1.366, -2.844], [-0.301, 0.436, 0.242], [-0.590, -1.074, -0.834], [0.111, 0.686, -0.121], [-1.236, 0.860, 1.006], [0.683, -1.477, -1.034], [-0.822, 1.242, 0.354], [-0.417, 0.192, -0.465], [0.200, 0.078, 0.000], [-0.322, -0.491, -0.307], [-0.211, 0.318, 0.178], [-0.276, 0.262, 0.120], [-0.724, -0.078, 0.176], [-0.006, -0.024, -0.164], [0.060, -0.198, 0.236], [0.642, -0.118, -0.192], [0.482, 0.402, 0.530], [0.318, 0.074, 0.120]], "mulliken_charge": [0.123, -0.461, 0.275, -0.046, -0.628, 0.589, -0.437, -0.004, -0.627, -1.132, 1.770, -1.661, -1.429, -0.571, 0.405, -1.098, -1.276, 0.457, 0.417, 0.125, 0.403, 0.398, 0.391, 0.235, 0.211, 0.920, 0.117, 0.334, 0.168, 0.400, 0.325, 0.394, 0.355, -0.003, -0.791, -0.154, -0.964, -0.503, 0.334, -0.105, 0.367, 0.444, 0.467, 0.457, -0.579, -0.615, -0.400, 0.374, -0.442, -0.433, 1.246, -0.541, 0.016, -0.332, -0.723, -0.430, -0.775, 0.204, 0.398, 0.361, 0.245, 0.505, 0.384, -0.106, 0.196, 0.347, 0.330, 0.325, 0.454]}


[2]
{"formula": "C29H31N4O5STa", "method": "wB97M-V/def2-TZVPD", "total_energy_ha": -2174.32522, "gap_ev": 6.9434, "homo_ev": -7.37, "symbols": ["Ta", "O", "C", "O", "C", "C", "C", "C", "C", "N", "C", "O", "O", "H", "H", "H", "N", "C", "O", "C", "C", "H", "H", "H", "H", "H", "H", "S", "C", "N", "C", "C", "C", "C", "C", "C", "H", "H", "H", "H", "H", "C", "C", "C", "C", "C", "C", "C", "C", "C", "C", "C", "C", "N", "H", "H", "H", "H", "H", "H", "H", "H", "H", "H", "H", "H", "H", "H", "H", "H", "H"], "xyz": [[-1.48572, 0.16254, -0.16433], [-2.13758, 4.24391, 0.41462], [-2.04979, 3.05479, 0.58210], [-1.38833, 2.21143, -0.19018], [-2.65072, 2.35399, 1.77380], [-3.18311, 2.94220, 2.90651], [-3.57006, 2.10261, 3.94547], [-3.41109, 0.72533, 3.83131], [-2.88717, 0.23053, 2.65157], [-2.54215, 1.04272, 1.66624], [-2.59259, -1.21526, 2.33102], [-2.78306, -2.09508, 3.13559], [-2.11575, -1.36254, 1.11673], [-3.26924, 4.01771, 2.95765], [-3.98020, 2.52325, 4.85381], [-3.66731, 0.03664, 4.62367], [-2.30249, -2.62529, -3.43063], [-2.42268, -1.68553, -2.47823], [-2.01438, -1.89129, -1.33377], [-3.08389, -0.38037, -2.81198], [-3.19171, 0.41065, -1.52060], [-1.80119, -3.47132, -3.21861], [-2.58595, -2.44285, -4.37577], [-4.04959, -0.58116, -3.29144], [-2.47301, 0.12987, -3.55898], [-4.03145, 0.01634, -0.92994], [-3.40583, 1.46308, -1.71756], [2.24730, 1.59973, 2.51344], [0.85204, 1.47656, 1.53798], [0.19554, 0.35809, 1.58833], [0.81665, -0.53095, 2.47591], [0.40348, -1.83119, 2.78475], [1.15916, -2.56118, 3.67425], [2.31826, -2.03271, 4.26111], [2.73454, -0.75300, 3.96870], [1.96664, -0.00810, 3.07258], [0.56885, 2.28369, 0.87681], [-0.48090, -2.25165, 2.33300], [0.84921, -3.56743, 3.92237], [2.88934, -2.63449, 4.95509], [3.62660, -0.33859, 4.41779], [0.31981, 1.12940, -3.96568], [1.17713, 2.03518, -3.09055], [0.40212, 3.27399, -2.64426], [1.89727, 1.30720, -1.95923], [3.17102, 1.77529, -1.65800], [3.99674, 1.11901, -0.75936], [3.59161, -0.11387, -0.28293], [2.33879, -0.65337, -0.57923], [2.19337, -2.14323, -0.24880], [0.86232, -2.82494, -0.52312], [3.26654, -2.90063, -1.04686], [1.41224, 0.16904, -1.26656], [0.02773, -0.03979, -1.12610], [-0.00188, 1.67362, -4.85666], [-0.56042, 0.79419, -3.42901], [0.87139, 0.24200, -4.28449], [1.99843, 2.38613, -3.72434], [-0.36283, 3.02647, -1.91660], [-0.08194, 3.74726, -3.50212], [1.06907, 4.00932, -2.18905], [3.51762, 2.67100, -2.16185], [4.96276, 1.52677, -0.49248], [4.27136, -0.70299, 0.32309], [2.42739, -2.28068, 0.81494], [0.56890, -2.70665, -1.56842], [0.03854, -2.45773, 0.07468], [0.96573, -3.89390, -0.31784], [3.08948, -2.77954, -2.11814], [3.22347, -3.96597, -0.81274], [4.27557, -2.54827, -0.83845]], "forces_ev_per_a": [[0.054, -1.291, -0.424], [-0.021, 0.006, 0.047], [0.224, -0.090, -0.262], [-0.241, 0.442, 0.337], [-0.039, 0.117, 0.060], [-0.002, -0.059, -0.069], [-0.004, -0.022, 0.010], [0.019, -0.002, -0.020], [-0.142, 0.014, 0.073], [-0.086, -0.117, 0.097], [-0.111, -0.054, -0.373], [-0.046, 0.028, 0.026], [0.051, -0.018, 0.681], [0.003, 0.013, 0.021], [-0.005, 0.007, 0.009], [-0.016, 0.019, 0.013], [-0.010, 0.034, 0.039], [-0.054, -0.190, -0.088], [0.079, 0.321, 0.028], [-0.112, -0.041, -0.043], [-0.255, 0.474, -0.069], [-0.006, 0.000, 0.000], [-0.022, -0.010, 0.007], [0.031, -0.038, -0.016], [0.027, 0.047, 0.022], [-0.058, 0.027, -0.025], [-0.072, -0.039, -0.086], [-0.018, 0.044, -0.005], [0.160, 0.015, -0.031], [0.145, 0.310, 0.226], [-0.155, 0.031, -0.160], [0.080, 0.029, -0.004], [0.044, -0.032, 0.035], [-0.055, -0.008, -0.014], [-0.070, -0.004, -0.038], [0.153, -0.048, 0.134], [0.030, 0.004, 0.018], [0.129, -0.060, 0.006], [0.000, -0.005, 0.004], [0.009, -0.016, -0.002], [0.010, 0.020, -0.003], [0.025, -0.045, -0.065], [-0.002, -0.002, 0.081], [0.041, 0.044, 0.008], [0.120, 0.078, -0.011], [0.010, -0.100, -0.026], [-0.033, -0.012, 0.010], [-0.027, -0.001, -0.053], [0.182, -0.017, -0.056], [-0.031, 0.046, 0.159], [-0.067, -0.001, -0.097], [0.045, -0.051, -0.035], [-0.780, -0.060, 0.248], [0.976, 0.116, -0.443], [0.005, -0.007, 0.004], [-0.083, -0.013, 0.081], [0.020, 0.015, 0.005], [-0.035, 0.016, -0.037], [-0.066, -0.037, -0.001], [0.035, 0.017, -0.016], [0.012, -0.010, 0.013], [0.027, 0.019, 0.014], [0.024, -0.007, -0.010], [0.017, 0.017, 0.017], [-0.012, 0.066, -0.018], [0.016, 0.019, 0.004], [-0.053, 0.062, 0.092], [0.010, 0.012, -0.014], [-0.015, -0.002, -0.014], [0.008, -0.020, -0.002], [-0.018, 0.002, 0.002]], "mulliken_charge": [0.947, -0.659, 0.127, 0.262, 0.504, -0.962, -0.278, -0.904, 0.841, 0.019, 0.142, -0.691, -0.623, 0.546, 0.454, 0.561, -0.445, 0.753, -0.547, -0.779, -1.309, 0.263, 0.202, 0.499, 0.291, 0.504, 0.401, -0.247, -0.153, 0.533, -0.867, 0.133, -1.382, -0.628, -0.527, 1.065, 0.096, 0.362, 0.441, 0.416, 0.439, -1.210, 0.101, -1.252, -0.338, -0.339, -1.586, -0.227, 0.512, 1.120, -1.701, -1.623, 0.703, 0.789, 0.544, -0.239, 0.341, 0.645, -0.106, 0.469, 0.344, 0.458, 0.365, 0.512, -0.203, 0.242, 0.073, 0.552, 0.399, 0.464, 0.391]}


[3]
{"formula": "C29H31O6P2Ru", "method": "wB97M-V/def2-TZVPD", "multiplicity": 2, "total_energy_ha": -2352.26737, "charge": 2, "gap_ev": [8.9509, 5.6458], "homo_ev": [-14.13, -12.30], "symbols": ["Ru", "O", "P", "C", "P", "O", "C", "C", "C", "C", "C", "C", "C", "C", "C", "C", "C", "C", "C", "C", "C", "C", "C", "C", "C", "C", "C", "C", "C", "C", "H", "H", "H", "H", "H", "H", "H", "H", "H", "H", "H", "H", "H", "H", "H", "H", "H", "H", "H", "H", "H", "H", "C", "C", "C", "O", "C", "O", "O", "H", "H", "H", "H", "H", "H", "H", "O", "H", "H"], "xyz": [[-1.67123, -0.71631, -1.67541], [0.39690, -0.61669, -1.71705], [1.34749, 0.36311, -1.05008], [0.60907, 1.06178, 0.45785], [-0.48058, -0.12018, 1.29907], [-1.67924, -0.44518, 0.42396], [0.48797, -1.56989, 1.67768], [0.13018, -2.79908, 1.13377], [0.88186, -3.92651, 1.43279], [1.98541, -3.82078, 2.26672], [2.34268, -2.59280, 2.81271], [1.59201, -1.46710, 2.52497], [-1.02173, 0.63554, 2.82212], [-2.08391, 0.01657, 3.48581], [-2.53036, 0.52046, 4.69440], [-1.91746, 1.63775, 5.24951], [-0.85998, 2.25239, 4.59683], [-0.40848, 1.75255, 3.38362], [1.76425, 1.73995, -2.11191], [1.70923, 3.07265, -1.71198], [2.07871, 4.07678, -2.59618], [2.50208, 3.75192, -3.87629], [2.56647, 2.42261, -4.27771], [2.20509, 1.41735, -3.39782], [2.85117, -0.47853, -0.59920], [3.92575, 0.25298, -0.09138], [5.08552, -0.40341, 0.28164], [5.17663, -1.78312, 0.13376], [4.11268, -2.50754, -0.38367], [2.94311, -1.85838, -0.74995], [-0.01287, 1.92199, 0.19897], [1.41421, 1.38944, 1.11977], [-0.73541, -2.87039, 0.48645], [0.60335, -4.88740, 1.02116], [2.56804, -4.70178, 2.50183], [3.19884, -2.51829, 3.46936], [1.86021, -0.51553, 2.97191], [-2.55154, -0.86327, 3.05928], [-3.34977, 0.03925, 5.21092], [-2.26450, 2.02725, 6.19706], [-0.38412, 3.12075, 5.03152], [0.41673, 2.24764, 2.88839], [1.39109, 3.34418, -0.71335], [2.04235, 5.11125, -2.28242], [2.79304, 4.53613, -4.56225], [2.91141, 2.17254, -5.27185], [2.27603, 0.37952, -3.70340], [3.86771, 1.33310, -0.00416], [5.92323, 0.15785, 0.67260], [6.08825, -2.29287, 0.41622], [4.19373, -3.57955, -0.50416], [2.10450, -2.41412, -1.14769], [-6.12292, -1.07616, -1.98604], [-4.86135, -0.79608, -1.27938], [-4.76039, -0.41674, 0.12793], [-3.74589, -0.96294, -1.90541], [-2.36592, 3.07630, -2.13028], [-2.99083, 4.02529, -2.31399], [-1.74361, 2.10732, -1.94243], [-6.47490, -2.07536, -1.70295], [-6.01410, -1.04457, -3.07119], [-6.89510, -0.37109, -1.68023], [-4.86028, -1.32678, 0.73511], [-5.58458, 0.24010, 0.40430], [-3.78879, 0.02198, 0.35521], [-3.86966, -1.23967, -2.83643], [-1.73145, -1.04583, -3.83287], [-1.36129, -0.30154, -4.32561], [-1.22476, -1.82077, -4.11048]], "forces_ev_per_a": [[-0.028, -0.015, 0.146], [-0.501, -0.183, -0.157], [0.293, 0.288, 0.202], [-0.012, -0.016, -0.041], [0.107, 0.062, 0.201], [-0.016, -0.050, -0.333], [-0.035, -0.003, -0.011], [0.022, -0.004, -0.004], [-0.006, -0.006, -0.006], [-0.005, -0.004, -0.002], [-0.002, 0.005, -0.008], [0.005, 0.008, 0.011], [0.021, -0.023, -0.020], [0.002, -0.037, -0.002], [0.003, -0.003, 0.003], [-0.003, -0.005, -0.008], [0.011, -0.002, -0.008], [-0.009, 0.035, -0.011], [-0.024, -0.043, -0.003], [-0.007, 0.013, 0.020], [0.003, -0.006, 0.010], [-0.002, -0.003, -0.004], [0.004, -0.003, -0.004], [0.000, -0.005, -0.011], [-0.029, -0.009, -0.019], [-0.002, 0.018, -0.002], [-0.009, 0.003, -0.003], [-0.004, -0.003, 0.001], [0.002, -0.002, -0.006], [0.004, -0.008, -0.002], [0.006, 0.013, -0.005], [-0.009, -0.012, -0.001], [-0.010, -0.015, 0.011], [-0.001, -0.002, 0.003], [-0.003, -0.001, 0.001], [-0.002, 0.000, 0.001], [-0.004, -0.003, 0.002], [-0.008, 0.006, 0.006], [0.000, 0.001, -0.006], [-0.001, 0.000, -0.002], [0.001, -0.001, -0.002], [0.005, 0.004, -0.002], [-0.001, 0.002, 0.000], [-0.001, -0.003, 0.001], [-0.001, -0.001, 0.000], [0.000, 0.000, 0.001], [0.004, -0.002, -0.006], [0.002, -0.001, 0.001], [-0.003, 0.001, -0.001], [-0.001, 0.000, -0.001], [0.000, 0.001, 0.000], [0.010, -0.008, 0.002], [-0.071, -0.119, 0.067], [-1.629, 0.470, 0.863], [-0.082, -0.074, 0.181], [2.149, -0.314, -1.261], [-0.159, 0.184, -0.031], [0.101, -0.091, 0.018], [0.064, -0.137, 0.024], [-0.085, -0.014, -0.060], [-0.017, 0.003, -0.022], [-0.004, 0.003, -0.041], [0.032, 0.023, 0.109], [0.035, 0.014, 0.030], [-0.108, 0.037, 0.029], [-0.012, 0.034, 0.123], [0.010, 0.002, 0.107], [-0.004, 0.011, -0.044], [0.014, -0.010, -0.030]], "mulliken_charge": [1.110, -0.841, 0.954, -1.321, 0.475, 0.023, 0.729, -0.504, -0.633, -0.541, -0.787, -0.369, 0.629, -0.647, -0.705, -0.504, -0.797, -0.094, 0.683, -0.235, -0.816, -0.501, -0.709, -0.637, 0.669, -0.635, -0.832, -0.506, -0.610, -0.431, 0.584, 0.885, 0.316, 0.436, 0.463, 0.479, 0.451, 0.392, 0.429, 0.420, 0.434, 0.328, 0.408, 0.453, 0.434, 0.447, 0.464, 0.428, 0.458, 0.448, 0.469, 0.321, -1.464, 0.804, -0.661, -0.335, 0.733, -0.358, -0.340, 0.323, 0.441, 0.361, 0.301, 0.446, -0.111, 0.233, -0.582, 0.321, 0.324]}